Here is a structure of composition C17H15N7O3S from OMol25. Energies are from the ωB97M-V functional and the def2-TZVPD basis.

Positions of all 43 atoms, in Å:
O  1.4549  -0.6668  -4.4847
O  2.0218  1.6481  -3.9917
N  -3.3600  -0.8929  5.7245
N  -3.1096  -2.1769  3.9096
N  6.9779  0.1719  -4.3045
N  5.2218  0.4969  -2.7210
N  -2.2355  0.9401  1.9324
O  -3.1723  -1.0232  0.9868
C  -2.7931  -1.8801  5.2456
C  -3.7876  -1.2481  3.5061
C  6.3950  0.7915  -3.2778
C  6.1949  -0.7737  -4.8219
C  -1.3483  1.9359  1.8012
C  4.4047  -0.2816  -3.3325
C  4.8145  -0.9825  -4.3948
C  -0.2534  -0.7925  -2.1052
C  0.6321  0.2440  -2.1317
C  -2.1066  -0.0818  1.0368
C  -1.0274  -0.9922  -0.9715
C  -0.2813  2.0309  0.9364
C  0.6696  1.1501  -1.1482
C  -1.1327  0.0085  -0.0041
C  -0.2207  1.0958  -0.0646
N  -3.8881  -0.4318  4.6116
N  3.2329  -0.4105  -2.7721
C  -4.1734  -0.9440  2.0523
C  -4.6010  0.8464  4.7248
S  1.8441  0.2777  -3.4833
H  -2.1317  -2.5476  5.7366
H  6.9273  1.6207  -2.8780
H  6.5257  -1.3448  -5.6421
H  -1.3635  2.7898  2.5133
H  4.3282  -1.7828  -4.7406
H  -0.3708  -1.5869  -2.8740
H  -1.6408  -1.8164  -0.7871
H  0.4276  2.8838  0.9333
H  1.3842  1.8994  -1.2276
H  3.4267  -0.0178  -1.8963
H  -5.0255  -1.6711  1.8470
H  -4.5688  0.0623  2.0368
H  -5.3742  0.8861  4.0657
H  -3.9271  1.6998  4.6596
H  -4.9905  0.8667  5.7946

- Gap between HOMO and LUMO: 8.28 eV
- E_HOMO: -0.329 hartree
- LUMO: -0.66 eV

***

Here is an isolated molecule of C17H15NO3 from OMol25. Energies are from the ωB97M-V functional and the def2-TZVPD basis.

Positions of all 36 atoms, in Å:
O  2.8682  0.9089  -1.9598
C  1.6148  0.5036  -1.4134
C  1.7213  -0.9740  -0.8982
C  2.9012  -1.7787  -1.0942
C  3.0838  -2.9377  -0.2379
C  2.0838  -3.3649  0.5833
C  0.8371  -2.6537  0.6810
C  0.6419  -1.5156  -0.1402
C  -0.5323  -0.6358  0.0873
C  -1.8599  -1.0869  0.2269
C  -2.8974  -0.1867  0.4960
C  -2.7291  1.1776  0.5190
C  -1.4158  1.6484  0.2654
C  -0.3347  0.7082  0.0430
C  1.1085  1.3265  -0.1791
N  1.2431  2.8338  -0.3603
C  0.3386  3.5045  0.6644
C  -1.1170  3.0972  0.4021
O  -3.9991  -0.9404  0.8180
C  -3.8706  -2.3564  0.3542
O  -2.3976  -2.3473  0.2404
H  3.5199  1.2209  -1.3100
H  0.7937  0.6162  -2.1499
H  3.6341  -1.4762  -1.7907
H  4.0211  -3.5043  -0.2689
H  2.2436  -4.3190  1.0689
H  0.1335  -3.0815  1.3802
H  -3.4852  1.8872  0.9846
H  1.6505  1.0633  0.7821
H  1.0782  3.1340  -1.3196
H  0.3997  3.1808  1.6780
H  0.4825  4.6581  0.5090
H  -1.7216  3.4612  1.2009
H  -1.4860  3.6193  -0.5399
H  -4.4230  -2.5063  -0.6096
H  -4.1296  -2.8843  1.2871

- SMILES: O[C@H]1c2ccccc2-c2c3c(cc4c2[C@@H]1NCC4)OCO3
- Gap between HOMO and LUMO: 8.61 eV
- E_HOMO: -0.286 hartree
- LUMO: 0.82 eV

***

Here is a structure of composition C17H16BBrCdN9O from OMol25. Energies are from the ωB97M-V functional and the def2-TZVPD basis.

Positions of all 46 atoms, in Å:
Cd  -0.4217  2.2416  0.0001
C  -0.2330  -0.7114  3.2400
C  -0.5822  0.5776  2.8398
N  0.0073  0.8921  1.6956
N  0.7454  -0.1899  1.3133
C  0.5979  -1.1624  2.2488
B  1.6098  -0.1500  -0.0009
N  2.4694  1.1544  -0.0007
C  3.8086  1.4124  -0.0007
C  4.0266  2.7591  -0.0005
C  2.7500  3.3064  -0.0001
N  1.8240  2.3597  -0.0003
N  0.7449  -0.1890  -1.3153
C  0.5973  -1.1605  -2.2518
C  -0.2340  -0.7086  -3.2424
C  -0.5832  0.5800  -2.8409
N  0.0067  0.8934  -1.6966
N  2.4042  -1.5311  -0.0004
C  3.6357  -1.9084  0.0003
C  3.6658  -3.3696  0.0021
C  2.3081  -3.7483  0.0037
N  1.5439  -2.6895  0.0032
H  -0.5322  -1.2349  4.1327
H  -1.2183  1.2951  3.3360
H  1.0980  -2.1134  2.1822
H  4.5569  0.6550  -0.0010
H  4.9731  3.2728  -0.0005
H  2.4647  4.3473  0.0002
H  1.0977  -2.1112  -2.1867
H  -0.5333  -1.2310  -4.1357
H  -1.2194  1.2979  -3.3364
H  4.4809  -1.2501  -0.0007
H  4.5454  -4.0020  0.0045
H  1.8801  -4.7405  0.0060
O  -6.6081  0.1838  0.0005
C  -5.2923  0.3956  0.0003
C  -4.3293  -0.6165  -0.0002
C  -2.9969  -0.2640  -0.0003
N  -2.5851  1.0098  0.0001
C  -3.5264  1.9280  0.0006
Br  -2.7989  3.6962  0.0010
C  -4.8779  1.7278  0.0007
H  -6.8293  -0.7557  0.0002
H  -4.6202  -1.6601  -0.0004
H  -2.2185  -1.0196  -0.0007
H  -5.6021  2.5315  0.0011

- <S²>: 0.764
- Gap between HOMO and LUMO (alpha / beta): 9.23 / 4.99 eV
- Net charge: +2
- E_HOMO (alpha / beta): -0.551 / -0.551 hartree
- Multiplicity: 2
- LUMO (alpha / beta): -5.76 / -10.00 eV

***

Here is a structure of composition C17H16BrF3IN2O5 from OMol25. Energies are from the ωB97M-V functional and the def2-TZVPD basis.

Positions of all 45 atoms, in Å:
C  1.9223  -2.8713  2.9586
C  3.1166  -2.4300  2.0574
C  2.9054  -0.9273  1.6548
C  1.8980  -0.7989  0.4817
O  0.4903  -0.5839  0.9105
C  -0.0348  0.2863  0.0113
C  -0.5330  -0.1332  -1.2715
N  -0.5177  -1.5167  -1.5656
C  -1.8787  -2.1299  -1.4842
C  -2.3399  -2.3705  -0.0383
C  -1.0416  0.7931  -2.1773
C  -1.6223  0.4729  -3.5503
F  -2.9558  0.6966  -3.5447
F  -1.0917  1.2720  -4.4955
F  -1.4529  -0.7868  -3.9665
C  -1.0742  2.1508  -1.8155
O  -1.6059  3.1103  -2.6795
N  -0.6405  3.9392  -3.3132
O  0.3970  3.4338  -3.4514
C  -0.6223  2.5577  -0.5980
C  -0.0928  1.6306  0.3268
C  0.3798  2.1386  1.6803
O  1.3490  1.7216  2.2596
C  -0.4724  3.2840  2.2273
Br  -0.8118  3.3785  4.1009
C  -0.9483  4.1528  1.3571
C  -0.6708  3.9992  -0.1258
O  -0.4756  4.9593  -0.8330
H  1.1191  -3.2761  2.2670
H  1.5212  -1.9742  3.4519
H  2.2216  -3.6093  3.7127
H  4.0603  -2.4636  2.6268
H  3.1597  -3.0275  1.1375
H  2.6226  -0.3406  2.5312
H  3.8902  -0.5873  1.2902
H  1.8917  -1.6646  -0.1924
H  2.1481  0.0926  -0.1151
H  -0.0813  -1.7227  -2.4519
H  -2.5921  -1.3907  -1.9013
H  -1.9604  -3.0674  -2.0444
H  -2.1601  -1.4585  0.5571
H  -1.7683  -3.2434  0.4882
H  -3.4234  -2.5760  0.0061
H  -1.5564  4.9897  1.7023
I  -0.6680  -4.1091  1.8182

- Gap between HOMO and LUMO: 3.94 eV
- Net charge: -1
- E_HOMO: -0.112 hartree
- LUMO: 0.88 eV

***

Here is an isolated molecule of C17H16BrN5O from OMol25. Energies are from the ωB97M-V functional and the def2-TZVPD basis.

Positions of all 40 atoms, in Å:
H  -0.9334  1.3082  0.4659
N  -0.9659  2.2713  0.7627
C  0.1059  2.8811  0.7128
N  0.1176  4.0683  1.3180
N  1.2836  2.3940  0.1861
N  1.3333  1.0643  -0.1711
C  2.3392  0.1556  -0.0668
C  3.5181  0.5712  0.7428
C  2.3023  -1.2358  -0.6042
C  3.4771  -1.6736  -1.3202
C  3.5197  -2.8386  -1.9665
Br  5.1412  -3.5516  -2.6231
C  2.2886  -3.5330  -2.0276
C  1.1357  -3.1804  -1.2634
C  1.1771  -2.0000  -0.5774
O  0.1166  -1.5037  0.1226
C  -1.2439  -1.8425  -0.2900
C  -2.2106  -0.8075  0.0652
C  -2.6688  0.1375  -0.8582
C  -3.4819  1.1596  -0.4692
C  -4.0710  1.1919  0.8760
C  -5.0350  2.1079  1.2518
N  -5.7919  2.8807  1.5760
C  -3.6104  0.1915  1.7316
C  -2.7514  -0.7859  1.3763
H  -0.8029  4.4398  1.6051
H  0.8946  4.7289  1.1641
H  2.1573  2.8738  0.3574
H  3.9735  -0.3013  1.2457
H  3.2712  1.1658  1.5997
H  4.2951  1.0060  0.0524
H  4.3431  -0.9934  -1.4594
H  2.2427  -4.3752  -2.7181
H  0.2590  -3.8330  -1.2807
H  -1.3320  -1.8823  -1.3787
H  -1.5680  -2.8763  0.0300
H  -2.3840  0.0701  -1.8839
H  -3.9560  2.0091  -1.0524
H  -4.0441  0.1943  2.7192
H  -2.4413  -1.6569  2.0498

- SMILES: [H]/N=C(/N)N/N=C(\C)c1cc(Br)ccc1OCc1ccc(C#N)cc1
- Gap between HOMO and LUMO: 8.38 eV
- E_HOMO: -0.304 hartree
- LUMO: 0.11 eV

***

Here is a cluster of 3 separate species, C17H16F16NO6P in total from OMol25. Energies are from the ωB97M-V functional and the def2-TZVPD basis.

Positions of all 57 atoms, in Å:
F  -3.2356  -4.2869  3.4036
C  -3.8272  -5.3185  4.0403
F  -2.8730  -6.2028  4.4006
C  -4.8234  -6.0236  3.1133
F  -4.1706  -6.5782  2.0752
F  -5.3488  -7.0295  3.8763
C  -6.0272  -5.2104  2.6198
O  -5.9269  -4.6730  1.3171
C  -5.4428  -3.4224  1.0807
F  -5.1258  -2.7667  2.2124
F  -6.4138  -2.7092  0.4618
C  -4.2524  -3.4585  0.1123
F  -3.2490  -4.1825  0.6360
F  -3.8167  -2.1878  -0.0693
H  -4.3304  -4.9514  4.9386
H  -6.8392  -5.9323  2.5543
H  -6.3148  -4.4545  3.3508
H  -4.5556  -3.8829  -0.8458
F  7.4364  1.6876  -2.1067
C  7.6709  1.8131  -3.4278
F  8.6565  2.7207  -3.6036
C  6.4156  2.3075  -4.1542
F  6.0999  3.5460  -3.7313
F  6.7887  2.3865  -5.4684
C  5.1809  1.3979  -4.1299
O  4.1848  1.7223  -3.1852
C  4.1630  1.1775  -1.9352
F  5.1471  0.2791  -1.7484
F  2.9853  0.5307  -1.7882
C  4.1797  2.2637  -0.8552
F  5.3028  3.0034  -0.9533
F  4.1615  1.6680  0.3610
H  7.9969  0.8518  -3.8337
H  4.7036  1.5566  -5.0954
H  5.4707  0.3484  -4.0728
H  3.3038  2.9031  -0.9621
C  -2.2147  0.5609  0.2874
P  -1.1569  -0.4210  -0.8484
O  -0.5387  -1.4944  0.2042
O  0.2285  0.6310  -0.8503
C  -0.0175  1.8759  -1.2325
O  -0.9267  2.2266  -1.9294
O  0.9208  2.7555  -0.7237
C  0.4076  3.5185  0.3275
C  -0.5689  4.4763  0.1318
C  -0.9883  5.1789  1.2503
C  -0.4127  4.8945  2.4845
N  0.5345  3.9789  2.6563
C  0.9378  3.2981  1.5911
H  -2.6622  -0.1555  0.9814
H  -3.0168  1.0354  -0.2788
H  -1.6693  1.3075  0.8665
H  -0.3790  -1.1374  1.0861
H  -0.9801  4.6513  -0.8532
H  -1.7522  5.9420  1.1747
H  -0.7326  5.4350  3.3679
H  1.7123  2.5489  1.7192

- SMILES: FC(F)C(F)(F)COC(F)(F)C(F)F.FC(F)C(F)(F)COC(F)(F)C(F)F.CP(O)OC(=O)Oc1cccnc1
- Gap between HOMO and LUMO: 10.20 eV
- E_HOMO: -0.355 hartree
- LUMO: 0.53 eV